No. 1
ORCA calculation (wB97M-V/def2-TZVPD) on 2 unconnected molecules or ions with the total composition C5H13N2.

HOMO energy: -11.274 eV
total charge: +1
ΔE to the lowest compared entry with this formula, charge and spin: 274.5 kJ/mol
frontier orbital gap: 7.6 eV
molar mass: 101.17 g/mol

Geometry as XYZ:
```
20
C5H13N2, DFT wB97M-V/def2-TZVPD
H -1.267 3.192 -0.539
C -1.934 1.814 -1.889
N -0.819 0.953 -1.718
H 1.726 -3.085 1.792
N 1.494 -2.630 0.906
H -0.607 0.029 0.695
H -2.753 1.507 -2.534
H -0.033 1.468 -1.338
H -0.545 0.585 -2.620
H 0.784 -3.190 0.433
H -2.964 3.566 -1.319
C -2.102 2.934 -1.192
H 2.340 -2.621 0.329
H -0.532 -1.519 -0.274
H 2.925 -0.534 1.622
H 1.897 -0.855 3.084
C 0.999 -1.234 1.176
H 1.628 0.568 2.067
C 1.922 -0.491 2.059
C -0.110 -0.912 0.518
```

Mulliken population analysis, charges in e, atoms 1 to 5: atom 1 (H): 0.172, atom 2 (C): 0.118, atom 3 (N): -0.504, atom 4 (H): 0.386, atom 5 (N): -0.316

---

No. 2
ORCA calculation (wB97M-V/def2-TZVPD) on a molecular structure, C28H34MnN9O2.

HOMO energy (spin up / spin down): -8.536 / -8.516 eV
2S+1: 6
total charge: +1
ΔE to the lowest compared entry with this formula, charge and spin: 18.0 kJ/mol
expectation value of S²: 8.821
frontier orbital gap (spin up / spin down): 5.9 / 5.8 eV
molar mass: 583.58 g/mol

Geometry as XYZ:
```
74
C28H34MnN9O2, DFT wB97M-V/def2-TZVPD
C -1.152 2.590 -0.168
H 0.485 -4.137 -2.226
C -1.721 2.231 -2.495
H -2.343 2.346 -3.384
H -7.428 -0.315 1.079
H -8.663 -1.216 4.964
C -0.432 3.203 2.189
C -5.123 2.228 2.983
H 0.501 -4.120 0.153
C -2.010 2.833 -1.261
C 0.454 -3.074 -1.755
N 4.727 -0.755 0.434
N 6.736 -0.056 -0.135
H 5.180 -1.602 2.271
C -0.591 1.403 -2.542
N 0.275 1.180 -1.519
H 4.669 2.162 -4.583
N -2.739 2.871 1.796
C 3.309 0.982 -3.340
H -7.815 0.357 5.419
H -0.974 -1.578 0.071
C 4.437 1.674 -3.653
H 0.614 -2.447 -4.554
C -5.581 1.009 0.896
C 4.764 0.568 -1.730
H -4.505 3.028 3.465
H 7.488 0.485 -0.581
H -2.846 3.500 -1.091
H 1.660 2.651 2.581
H -0.816 -2.388 1.593
H 1.996 -1.109 2.066
C 0.840 2.659 1.854
H 6.360 1.659 -2.591
H 2.898 -2.433 1.302
H -0.468 -1.523 -3.481
C 6.889 -0.659 1.157
H 2.390 -3.557 -3.645
N -3.618 2.311 1.010
C -0.311 -1.621 0.960
H 2.416 0.790 -3.898
C -7.772 -0.539 4.814
C -1.496 2.947 1.227
C -6.797 0.532 2.923
C 2.538 -2.637 -3.019
N 5.406 1.418 -2.629
C 0.552 -1.698 -3.778
N 3.503 0.316 -2.119
H -0.427 0.990 -3.537
N 1.017 -2.026 0.483
C 5.408 -0.112 -0.512
O 1.955 1.011 0.626
Mn 1.840 -0.285 -0.966
H -6.801 -1.043 5.007
H -0.615 -2.825 -1.648
H 3.195 -1.942 -3.564
C 1.018 -3.264 -0.348
N 1.276 -2.109 -2.535
C -6.122 1.494 3.610
C 1.012 1.834 0.699
H 1.457 -2.742 2.478
H -6.313 1.796 4.644
C 1.887 -2.123 1.674
C -6.672 0.367 1.536
H 1.076 -0.849 -4.278
H 3.155 -3.027 -2.250
H 2.069 -3.657 -0.420
C 0.003 1.875 -0.324
O -7.875 -0.116 3.448
H -5.295 0.958 -0.146
H 7.859 -0.663 1.677
C 5.625 -1.069 1.436
C -4.763 1.871 1.660
H -0.245 -0.655 1.485
H -0.608 3.842 3.032
```

Mulliken population analysis, charges in e, atoms 1 to 5: atom 1 (C): -0.028, atom 2 (H): 0.321, atom 3 (C): -1.290, atom 4 (H): 0.426, atom 5 (H): 0.355

---

No. 3
ORCA calculation (wB97M-V/def2-TZVPD) on 11 unconnected molecules or ions with the total composition C38H102N4O22.

HOMO energy (spin up / spin down): -9.854 / -9.854 eV
2S+1: 2
total charge: +1
ΔE to the lowest compared entry with this formula, charge and spin: 326.9 kJ/mol
expectation value of S²: 0.755
frontier orbital gap (spin up / spin down): 7.3 / 1.8 eV
molar mass: 967.24 g/mol

Geometry as XYZ:
```
166
C38H102N4O22, DFT wB97M-V/def2-TZVPD
H 1.426 -3.265 0.719
H -7.116 0.938 -4.222
H -7.508 -0.533 3.492
H 2.110 -2.918 5.891
H -1.351 -6.061 0.165
H 2.709 4.401 -3.953
O -1.810 -4.378 -0.697
H -0.536 4.185 -9.937
H 2.278 3.029 -4.914
O 3.342 1.815 5.126
H 3.229 0.613 6.653
H -6.196 -1.702 -0.874
O -4.658 -0.568 -0.004
H -2.868 -1.851 -2.047
H -4.326 -1.302 1.865
H -8.263 0.169 4.628
H -4.528 4.652 -4.689
H 5.801 -2.284 2.193
H -0.254 1.459 -2.021
H 0.859 4.843 -10.404
H 5.656 1.505 2.578
N -6.020 0.369 -2.531
H 2.873 -1.830 -3.690
H 5.111 4.483 -0.418
C -2.647 -2.862 6.175
H 5.690 3.326 -4.836
H -4.038 5.079 -3.248
C -2.229 -1.722 -2.921
H -4.734 -2.891 6.476
C -6.544 1.443 -3.444
C 5.741 3.668 -0.773
H -7.287 2.079 -2.963
H 1.278 0.600 7.956
H -6.662 -0.978 0.603
H -1.064 -1.928 1.002
O -0.274 2.870 -3.661
H -1.173 -2.991 -1.982
H -2.313 -0.697 -3.281
H 2.002 -0.672 8.727
C 4.664 -3.212 3.669
H 6.720 3.740 -0.299
H 0.178 -1.262 6.758
C -0.910 2.153 -2.545
O 0.972 -2.221 -4.432
O -3.225 -3.986 -3.183
O 1.678 -2.598 6.687
C 5.152 -1.887 2.974
H -2.977 3.879 -4.012
H -4.792 -2.518 0.787
C -6.699 0.238 -1.232
H -1.764 -2.233 6.287
C 6.616 3.017 -4.350
C -6.771 -1.340 6.664
H -5.349 -0.485 8.111
C 3.384 1.511 3.845
N -4.197 -0.907 6.494
H 1.385 3.224 -2.490
C 1.870 3.937 -4.470
H -1.533 2.867 -2.007
C -6.024 -0.814 -0.265
H 4.051 2.360 2.096
C 1.938 -2.314 -3.407
H 7.350 3.801 -4.536
H 3.029 2.558 -0.468
C 1.853 -0.294 7.715
H 3.698 0.231 0.083
O 5.809 -1.128 3.972
H 1.236 -4.258 -2.460
H 4.489 -2.101 5.062
H 0.304 -2.778 -4.027
C 2.224 5.133 -6.546
O 0.776 4.493 -8.360
H -6.707 -2.324 7.129
H -3.185 -1.926 0.525
H -4.629 1.386 -4.368
N 5.135 2.324 -0.405
C 0.642 -1.156 2.127
H 2.898 -3.940 -2.200
C -5.371 2.139 -4.100
N 1.291 4.777 -5.502
H -6.519 0.460 4.650
H 2.326 5.922 -8.564
C -4.015 4.174 -3.855
H 5.871 1.734 -0.766
O -2.782 -3.318 4.875
C -3.907 -2.301 6.872
C -0.799 -5.303 -0.393
H -2.335 -1.485 3.849
C 5.910 3.999 -2.231
H -0.411 5.845 -9.537
C 0.172 4.924 -9.562
H -2.691 -2.917 2.999
O 3.193 0.054 7.433
C 1.264 -1.236 6.667
C 0.822 3.663 -3.314
H -3.942 -2.447 7.952
C -5.507 -0.474 7.033
H -2.484 -4.845 -1.197
H -1.557 1.426 -3.038
H 5.010 4.424 -2.676
H -1.073 -0.256 1.533
H 2.353 -1.999 2.750
O -6.853 -1.444 5.249
H 1.138 -0.186 2.093
C 2.099 -3.782 -2.925
H -3.813 -2.432 -4.214
H 4.083 3.572 3.416
C 1.580 5.541 -7.866
C -0.469 -1.015 1.035
C 0.205 -4.869 0.708
C -7.287 -0.306 4.535
H 0.460 4.539 -2.776
H -4.392 -0.680 5.529
C -3.002 -2.347 3.874
H 4.085 -3.900 3.053
H 4.325 -1.279 2.607
H -0.138 -1.333 -0.907
H 1.283 -0.782 5.676
C 4.234 2.523 3.158
O 6.194 2.760 -3.005
C 3.461 0.538 -0.935
H 2.302 1.584 3.734
H 5.419 -3.756 4.236
H -5.647 2.602 -5.048
H 5.123 -1.309 -0.218
O -4.816 3.130 -3.234
H 4.227 1.596 5.425
O 0.005 -0.656 -0.241
H -5.767 0.527 6.690
O -1.009 -2.138 -2.390
O 1.346 -4.134 0.319
C -4.184 -1.614 0.830
H -7.719 0.099 -1.589
H -2.365 -3.697 6.817
H 5.636 -1.644 -1.822
H 6.629 4.811 -2.336
H -2.176 -2.962 -4.695
H -0.304 -4.316 1.497
H -3.211 -4.807 -3.680
H -5.203 0.884 -2.234
H 6.702 -1.453 3.839
O 1.780 -2.052 1.982
H 2.014 -4.250 -4.726
H 2.889 5.812 -6.010
H -0.208 -5.772 -1.180
H -4.027 -1.983 3.807
C 4.757 -1.359 -1.244
O 4.288 -0.132 -1.852
H -6.724 1.229 -0.778
H 2.400 0.312 -1.038
O 5.625 2.103 3.328
H 6.932 2.048 -4.737
H 3.716 2.330 -2.026
H 1.615 -1.698 -2.567
H 2.850 4.260 -6.733
H 0.935 6.372 -7.581
H 4.040 -2.180 -1.257
H 0.569 -5.846 1.025
C -2.832 -2.740 -3.853
H 3.830 0.523 3.734
H 0.672 4.164 -6.013
H 0.127 -1.254 3.083
C 3.817 2.012 -0.988
O 3.852 -2.714 4.688
O 2.576 -4.558 -4.011
H -7.490 -0.721 7.200
```

Mulliken population analysis, charges in e, atoms 1 to 5: atom 1 (H): 0.155, atom 2 (H): 0.391, atom 3 (H): 0.134, atom 4 (H): 0.379, atom 5 (H): 0.566

---

No. 4
ORCA calculation (wB97M-V/def2-TZVPD) on a molecular structure, C36H66Al3Cl14N12.

HOMO energy: -8.895 eV
total charge: +1
frontier orbital gap: 1.9 eV
molar mass: 1244.30 g/mol

Geometry as XYZ:
```
131
C36H66Al3Cl14N12, DFT wB97M-V/def2-TZVPD
H 1.255 -0.003 2.929
C 7.714 -1.734 -3.114
C -7.511 2.823 0.226
C 1.626 -0.041 1.905
H -9.119 1.762 4.478
Cl -1.820 3.171 0.367
N -5.201 3.313 3.469
C -6.519 3.692 3.480
Cl 4.502 -3.443 1.212
C -5.639 3.908 -0.131
H -4.912 5.568 4.883
C -1.092 -9.064 0.032
H -2.583 -1.444 -1.731
H 9.328 1.256 -3.392
H 5.773 -3.445 -4.888
H -6.909 4.671 3.242
H -4.338 1.328 3.886
H -5.812 0.763 0.753
C 6.537 0.179 -3.316
H 6.629 -4.198 -3.596
C 5.718 -0.878 -3.573
C -9.394 6.138 0.022
N -7.357 2.660 3.848
H 9.818 1.714 -1.002
C 5.316 2.308 -0.398
H -1.231 0.441 1.353
C 5.825 0.885 1.208
H 4.681 -0.784 -3.859
H -3.123 3.758 3.832
N 7.841 -0.323 -3.038
H 5.778 -0.036 1.769
H 0.986 1.973 1.831
H -4.436 1.705 0.178
H 3.052 -4.841 -2.015
H 6.987 2.426 2.362
H -0.681 -7.647 -3.599
Al -1.464 4.143 -2.965
H -0.289 -2.677 -1.382
H 5.954 4.784 -0.393
N 6.128 2.973 0.482
H -8.662 6.927 0.193
C -2.530 -0.958 -0.757
C 1.042 -1.656 0.045
Cl 3.425 1.956 -3.771
C -6.558 1.598 4.015
Cl 2.325 -2.372 -3.643
H -1.332 -9.263 -2.108
Cl 1.053 -5.094 2.187
Cl -2.030 -3.761 -4.423
H -5.556 0.984 -1.039
C -8.829 2.701 4.006
N -6.190 2.649 -0.081
N 5.182 0.993 0.030
H 8.340 4.028 -0.997
C -0.531 -9.187 -1.372
C -6.607 4.837 0.021
H -8.874 4.988 1.723
H -3.665 4.460 2.322
H -3.247 -1.351 -0.036
C -0.154 -1.931 -0.613
C 4.516 -0.079 -0.624
C 1.916 1.468 1.570
H 1.023 -5.359 -3.635
H 8.090 1.365 -1.030
C 8.135 4.366 0.019
H 3.508 -0.126 -0.212
H 2.838 1.742 2.081
H 9.931 -0.222 -2.876
H -4.855 6.193 3.344
C 1.088 -7.199 -0.998
C -4.244 5.599 4.023
H -1.798 -9.862 0.263
C 0.074 -7.275 -2.922
C 5.913 -3.404 -3.808
C 0.841 -6.172 -2.948
H -0.345 -9.128 0.823
H 8.452 -2.456 -2.798
H 2.007 -2.140 0.067
C -9.120 4.734 0.692
N 6.399 -2.074 -3.490
H -4.571 3.965 -0.285
H 1.931 1.646 0.494
H 5.133 -3.715 -3.113
N 0.712 -0.648 0.993
C -0.642 -0.296 0.827
Al -4.884 -4.555 -2.734
C 2.382 -5.104 -1.196
Cl -0.771 0.838 -3.330
H -3.348 6.194 4.203
Cl -4.605 2.939 -3.825
H -6.541 5.908 0.143
Al 3.226 -3.868 4.565
H 8.796 3.816 0.689
H 1.938 -4.133 -0.975
Cl 4.370 -0.518 4.514
Cl -2.970 -4.606 0.251
H -9.467 5.983 -1.054
H -7.056 0.673 4.266
H 1.242 -7.356 0.059
H 2.516 -0.669 1.911
N -7.827 4.214 0.250
H 0.229 -9.958 -1.499
H -10.276 6.547 0.515
Cl -4.520 -2.155 3.254
H 8.562 5.367 -0.039
N 0.179 -7.971 -1.708
N -1.179 -1.075 -0.213
H 4.783 2.683 -1.259
H -2.760 0.088 -0.960
H -1.578 -8.095 0.141
H 9.292 0.142 -0.521
Cl -0.078 -2.274 4.655
C 9.088 0.447 -2.703
C -5.464 1.420 -0.044
C 6.612 4.358 0.364
H 6.333 1.238 -3.255
C 6.423 2.075 1.510
H -9.971 4.059 0.596
Cl -5.240 -1.384 -4.606
H -9.205 3.412 4.742
Cl -6.268 -2.107 -0.726
C -3.973 4.231 3.342
C 9.077 0.946 -1.225
H -8.244 2.037 0.335
H 4.913 -1.076 -0.433
H 2.941 -5.508 -0.352
N 1.491 -6.089 -1.733
C -5.225 1.942 3.830
H 4.437 0.202 -1.674
H 6.448 4.784 1.354
H -9.377 2.709 3.063
```

Mulliken population analysis, charges in e, atoms 1 to 5: atom 1 (H): 0.161, atom 2 (C): -0.168, atom 3 (C): -0.462, atom 4 (C): -0.450, atom 5 (H): 0.342

---

No. 5
ORCA calculation (wB97M-V/def2-TZVPD) on 2 unconnected molecules or ions with the total composition C3H10O.

HOMO energy (spin up / spin down): 1.211 / -6.663 eV
2S+1: 2
total charge: -1
ΔE to the lowest compared entry with this formula, charge and spin: 54.0 kJ/mol
expectation value of S²: 0.750
frontier orbital gap (spin up / spin down): 3.1 / 10.9 eV
molar mass: 62.11 g/mol

Geometry as XYZ:
```
14
C3H10O, DFT wB97M-V/def2-TZVPD
C -1.618 -0.825 0.100
H 0.093 2.847 0.213
H -2.195 -0.806 -0.854
H -1.627 0.324 0.379
H 1.278 0.008 0.359
C 0.856 -0.788 -0.448
H 1.708 -1.406 -0.692
C -0.292 -1.666 0.085
H -2.363 -1.042 0.839
O 1.039 2.743 0.138
H 0.474 -0.044 -1.147
H -0.014 -2.128 1.023
H -0.522 -2.512 -0.688
H 1.178 2.483 1.043
```

Mulliken population analysis, charges in e, atoms 1 to 5: atom 1 (C): -2.130, atom 2 (H): 0.614, atom 3 (H): 0.311, atom 4 (H): 0.552, atom 5 (H): 0.148

---

No. 6
ORCA calculation (wB97M-V/def2-TZVPD) on a molecular structure, C12H27BN4ORbV.

HOMO energy (spin up / spin down): -15.888 / -15.890 eV
total charge: +2
frontier orbital gap (spin up / spin down): 6.1 / 6.1 eV
molar mass: 390.60 g/mol

Geometry as XYZ:
```
47
C12H27BN4ORbV, DFT wB97M-V/def2-TZVPD
V 0.046 -0.003 0.337
H 1.770 -3.002 -0.874
C 0.022 3.564 -2.000
H 2.323 2.280 -1.365
C -1.667 -3.624 -0.758
N -0.499 -1.420 -0.760
H 0.297 4.834 0.394
C -0.376 -2.876 -0.408
Rb 1.810 -0.324 -2.568
H 0.568 4.510 -2.118
C 0.812 -3.453 -1.185
H -1.626 -4.662 -0.398
H 0.806 -2.515 1.417
O 3.901 -1.326 1.334
C -0.212 0.018 3.361
B -0.081 0.006 4.869
H -0.502 -1.804 -2.910
C -1.775 1.613 -0.730
N -0.313 1.600 -0.546
N 1.973 -0.232 0.433
H 0.884 -4.530 -0.987
H 0.705 -3.330 -2.275
H -2.526 -3.145 -0.270
H -2.184 0.673 -0.324
C 0.339 2.924 -0.640
H -0.967 -2.634 1.679
C -0.980 -1.154 -2.141
H 2.147 2.218 0.405
H -2.061 1.680 -1.796
H 0.029 3.439 1.467
C -0.188 3.850 0.470
C -0.119 -3.023 1.093
N -0.265 0.020 2.182
H -0.049 -1.171 5.194
C 1.855 2.776 -0.495
H -2.280 2.453 -0.227
H -1.272 4.013 0.400
H -0.832 -0.094 -2.433
H 0.315 2.905 -2.832
C 2.948 -0.766 0.904
H -0.009 -4.096 1.314
H -1.047 0.594 5.327
H -2.067 -1.302 -2.225
H 0.966 0.603 5.073
H -1.048 3.788 -2.113
H 2.295 3.783 -0.438
H -1.865 -3.659 -1.837
```

Mulliken population analysis, charges in e, atoms 1 to 5: atom 1 (V): 0.707, atom 2 (H): 0.251, atom 3 (C): -1.476, atom 4 (H): 0.125, atom 5 (C): -1.620